Record 1
# H26NO16

A 14-piece molecular cluster, H26NO16 overall at a distorted geometry (ωB97M-V/def2-TZVPD, the Open Molecules 2025 dataset).

Properties
- Kohn-Sham gap (hartree) = 0.361
- HOMO (hartree) = -0.2686
- lowest unoccupied orbital energy (eV) = 2.51
- energy relative to the best compared isomer or geometry (same formula, charge and spin) (kcal per mole) = 30.4
- molar mass (g/mol) = 296.2
- E (Ha) = -1274.15153

```
! RIJCOSX wB97M-V def2-TZVPD def2/J DEFGRID3
* xyz -1 1
H -2.15 -1.26 0.71
O -0.41 -0.38 1.06
O 0.65 -1.81 -3.62
H 3.04 -1.31 -1.29
H -2.74 -0.93 -3.24
O 2.49 1.23 -2.13
O -1.10 -3.28 0.56
H 0.44 -1.53 -2.76
H -1.64 -1.10 2.68
O 1.58 1.18 2.87
N 0.20 -0.16 -0.06
O -2.85 -0.91 -2.32
H -2.88 0.74 0.56
H 2.24 1.05 2.23
H 1.99 0.64 -1.57
H 2.88 1.76 -1.39
H 0.86 1.44 2.31
O -0.51 2.71 1.68
O -2.91 1.64 0.77
O -1.78 -1.59 3.49
H 2.21 3.45 0.60
O -3.06 -1.05 0.56
H -1.39 -1.03 4.14
H 1.53 -2.08 -3.47
H -3.11 -1.11 -0.42
H -1.07 3.48 1.87
H -2.00 -0.68 -1.95
H -0.55 -3.23 1.31
H -1.08 2.13 1.19
H -1.60 3.54 -2.00
O -0.41 -0.52 -1.08
H -1.24 2.15 -1.88
O 2.35 -1.81 1.82
H 1.83 -1.31 1.17
O 1.80 2.67 0.20
H -2.63 2.02 -0.08
O 3.34 -2.12 -1.65
H -0.49 -3.29 -0.19
O 1.46 -0.23 -0.14
H 2.94 -2.39 1.31
H 4.14 -2.32 -1.18
H 0.97 2.71 0.59
O -1.34 2.92 -1.29
*
```

***

Record 2
# C2H3NO2S

A 2-piece molecular cluster, C2H3NO2S overall at a distorted geometry (ωB97M-V/def2-TZVPD, the Open Molecules 2025 dataset).

Properties
- Kohn-Sham gap (hartree) = 0.346
- HOMO (hartree) = -0.3823
- lowest unoccupied orbital energy (eV) = -1.00
- energy relative to the best compared isomer or geometry (same formula, charge and spin) (kcal per mole) = 56.6
- molar mass (g/mol) = 105.1
- E (Ha) = -681.36919

```
! RIJCOSX wB97M-V def2-TZVPD def2/J DEFGRID3
* xyz 0 1
H -0.57 2.34 0.59
S -1.22 0.80 -1.04
H -0.43 0.65 1.15
O -1.49 -0.61 -1.00
H -0.05 -1.54 -0.94
N 0.88 -1.71 -0.43
C -0.72 1.27 0.46
C 1.44 -0.91 0.26
O 2.16 -0.29 0.94
*
```

***

Q: lowest unoccupied orbital energy of number 2 (C2H3NO2S)?
A: -1.00 eV

***

Q: What is the formula in the second record?
A: C2H3NO2S